(1)
{
  "formula": "C11H10I2",
  "method": "ωB97M-V with the def2-TZVPD basis set",
  "elements": ["C", "C", "C", "C", "I", "C", "I", "C", "C", "C", "C", "C", "C", "H", "H", "H", "H", "H", "H", "H", "H", "H", "H"],
  "xyz": [[0.019, 2.160, -1.312], [-0.210, 1.174, -0.075], [0.135, 1.849, 1.266], [-1.712, 0.797, -0.007], [-3.215, 2.386, 0.017], [-1.884, -0.618, -0.003], [-3.708, -1.463, -0.072], [-0.594, -1.277, -0.026], [-0.329, -2.618, 0.038], [0.992, -2.981, 0.040], [2.051, -2.022, 0.104], [1.720, -0.673, -0.009], [0.395, -0.261, -0.049], [-0.401, 3.120, -1.084], [-0.384, 1.728, -2.261], [1.064, 2.355, -1.617], [-0.693, 2.737, 1.446], [1.254, 2.042, 1.342], [-0.206, 1.104, 2.032], [-1.137, -3.385, 0.275], [1.259, -3.995, 0.041], [3.037, -2.342, -0.038], [2.548, 0.185, -0.048]],
  "gap_ev": 8.39,
  "lumo_energy_ev": 0.23,
  "charge": 0,
  "smiles": "CC1(C)C(I)=C(I)c2ccccc21"
}


(2)
{
  "formula": "C11H10N2",
  "method": "ωB97M-V with the def2-TZVPD basis set",
  "elements": ["C", "C", "C", "C", "C", "C", "C", "C", "C", "C", "N", "N", "C", "H", "H", "H", "H", "H", "H", "H", "H", "H", "H"],
  "xyz": [[2.303, 2.332, -2.851], [1.204, 1.511, -1.948], [0.154, 0.826, -2.500], [-0.405, -0.168, -1.633], [-0.049, -0.278, -0.204], [-0.750, -0.876, 0.934], [0.022, -0.939, 2.260], [-0.897, -1.486, 3.228], [-2.228, -1.881, 3.084], [-2.525, -1.976, 1.805], [-1.795, -1.586, 0.752], [0.921, 0.557, 0.193], [1.520, 1.323, -0.606], [1.754, 3.140, -3.307], [2.965, 3.016, -2.256], [2.811, 1.460, -3.547], [-0.432, 0.983, -3.525], [-1.279, -1.002, -1.627], [1.103, -0.529, 2.478], [-0.459, -1.424, 4.191], [-2.796, -2.383, 3.934], [-3.605, -2.390, 1.621], [2.462, 1.771, -0.475]],
  "gap_ev": 8.65,
  "lumo_energy_ev": 0.16,
  "charge": 0,
  "de_lowest_kj_mol": 416.9,
  "smiles": "Cc1ccc(-c2ccccn2)nc1"
}


(3)
{
  "formula": "C11H10N2",
  "method": "ωB97M-V with the def2-TZVPD basis set",
  "elements": ["C", "C", "N", "C", "N", "C", "C", "C", "C", "C", "C", "C", "C", "H", "H", "H", "H", "H", "H", "H", "H", "H", "H"],
  "xyz": [[-2.242, -1.301, -0.059], [-1.750, -0.194, -0.897], [-2.609, 0.220, -1.841], [-2.337, 1.273, -2.614], [-1.185, 1.839, -2.517], [-0.241, 1.417, -1.670], [-0.500, 0.410, -0.739], [0.524, -0.027, 0.310], [1.222, -1.210, 0.257], [2.388, -1.377, 1.046], [2.765, -0.405, 2.060], [2.026, 0.806, 2.072], [0.928, 0.931, 1.291], [-1.671, -2.130, -0.269], [-2.174, -1.022, 1.020], [-3.271, -1.575, -0.357], [-3.211, 1.732, -3.084], [0.775, 1.950, -1.565], [0.910, -2.038, -0.430], [3.039, -2.247, 1.104], [3.752, -0.476, 2.584], [2.393, 1.599, 2.743], [0.467, 1.827, 1.558]],
  "gap_ev": 9.69,
  "lumo_energy_ev": 0.71,
  "charge": 0,
  "de_lowest_kj_mol": 125.8,
  "smiles": "Cc1ncncc1-c1ccccc1"
}


(4)
{
  "formula": "C11H10N2",
  "method": "ωB97M-V with the def2-TZVPD basis set",
  "elements": ["C", "C", "C", "C", "C", "C", "C", "C", "C", "C", "N", "N", "C", "H", "H", "H", "H", "H", "H", "H", "H", "H", "H"],
  "xyz": [[-4.245, 0.019, 0.230], [-2.749, -0.022, -0.014], [-2.051, -1.214, -0.207], [-0.554, -1.202, -0.046], [-0.107, 0.022, -0.251], [1.435, 0.028, -0.162], [2.197, 1.148, -0.221], [3.634, 1.164, 0.012], [4.156, -0.079, 0.281], [3.231, -1.232, -0.017], [2.036, -1.213, -0.299], [-0.704, 1.296, -0.304], [-2.050, 1.169, -0.100], [-4.405, -0.471, 1.180], [-4.403, 1.131, 0.264], [-4.884, -0.555, -0.377], [-2.733, -2.165, -0.510], [0.048, -2.073, 0.192], [1.741, 2.261, -0.370], [4.050, 2.253, 0.264], [5.165, -0.150, 0.647], [3.723, -2.239, -0.156], [-2.530, 2.126, -0.036]],
  "gap_ev": 8.93,
  "lumo_energy_ev": 0.33,
  "charge": 0,
  "de_lowest_kj_mol": 308.4,
  "smiles": "Cc1ccc(-c2ccccn2)nc1"
}


(5)
{
  "formula": "C11H10N4O",
  "method": "ωB97M-V with the def2-TZVPD basis set",
  "elements": ["N", "C", "C", "N", "C", "N", "C", "O", "C", "C", "N", "C", "C", "C", "C", "C", "H", "H", "H", "H", "H", "H", "H", "H", "H", "H"],
  "xyz": [[-2.746, -4.378, -0.514], [-1.975, -3.700, -1.052], [-1.011, -2.857, -1.682], [-0.480, -2.944, -2.964], [0.372, -1.929, -3.016], [0.326, -1.183, -1.870], [0.944, 0.009, -1.569], [1.632, 0.605, -2.370], [0.681, 0.615, -0.240], [-0.114, -0.093, 0.657], [-0.715, -1.292, 0.278], [-0.507, -1.823, -0.988], [-0.468, 0.435, 2.037], [0.297, 1.731, 2.383], [0.396, 2.714, 1.229], [1.111, 2.079, 0.061], [1.018, -1.732, -3.851], [-1.423, -1.718, 0.873], [-0.340, -0.296, 2.820], [-1.574, 0.614, 2.021], [1.301, 1.476, 2.689], [-0.187, 2.251, 3.188], [0.910, 3.627, 1.531], [-0.597, 3.012, 0.882], [2.188, 2.096, 0.319], [0.959, 2.678, -0.850]],
  "gap_ev": 8.93,
  "lumo_energy_ev": 0.30,
  "charge": 0,
  "de_lowest_kj_mol": 0.0,
  "smiles": "N#Cc1ncn2c(=O)c3c([nH]c12)CCCC3"
}


(6)
{
  "formula": "C11H10O",
  "method": "ωB97M-V with the def2-TZVPD basis set",
  "elements": ["C", "C", "C", "C", "C", "C", "C", "C", "C", "C", "C", "H", "H", "H", "H", "H", "H", "H", "H", "H", "H", "O"],
  "xyz": [[3.231, -0.997, 0.620], [1.615, -0.746, 0.364], [0.687, -1.695, 1.046], [-0.583, -1.464, 0.801], [-1.127, -0.436, 0.137], [-2.477, -0.128, -0.034], [-2.994, 0.826, -0.804], [-2.141, 1.894, -1.116], [-0.819, 1.930, -0.746], [-0.330, 0.648, -0.106], [1.110, 0.378, -0.028], [3.973, -0.380, -0.041], [3.246, -2.404, 0.346], [3.025, -0.747, 2.283], [0.945, -2.611, 1.605], [-1.435, -2.084, 1.494], [-3.256, -0.864, 0.119], [-4.079, 0.903, -1.264], [-2.468, 2.608, -2.018], [-0.192, 2.892, -0.504], [2.008, 1.240, -1.791], [2.062, 1.237, -0.361]],
  "gap_ev": 7.71,
  "lumo_energy_ev": -0.57,
  "charge": 0,
  "de_lowest_kj_mol": 904.0
}


(7)
{
  "formula": "C11H10S2",
  "method": "ωB97M-V with the def2-TZVPD basis set",
  "elements": ["C", "C", "C", "C", "C", "C", "S", "C", "C", "C", "S", "C", "C", "H", "H", "H", "H", "H", "H", "H", "H", "H", "H"],
  "xyz": [[-0.990, 1.146, -0.553], [-0.302, -0.157, -0.412], [1.043, -0.386, -0.295], [1.317, -2.053, -0.200], [2.629, -2.129, 0.104], [3.224, -0.844, 0.132], [4.834, -0.318, 0.224], [4.332, 1.327, -0.041], [2.979, 1.418, -0.236], [2.347, 0.186, -0.106], [-0.133, -2.894, -0.228], [-1.225, -1.384, -0.404], [-2.089, -1.352, 0.751], [-0.486, 1.950, -0.935], [-1.330, 1.343, 0.485], [-2.047, 1.082, -1.083], [3.293, -2.985, 0.151], [5.070, 2.060, 0.146], [2.686, 2.403, -0.367], [-1.858, -1.628, -1.282], [-2.980, -0.747, 0.705], [-1.627, -1.246, 1.756], [-2.424, -2.342, 0.803]],
  "gap_ev": 7.59,
  "lumo_energy_ev": 0.33,
  "charge": 0,
  "de_lowest_kj_mol": 148.4,
  "smiles": "CC1=C2C(=Cc3sccc32)S[C@H]1C"
}


(8)
{
  "formula": "C11H11AlF4IN2O",
  "method": "ωB97M-V with the def2-TZVPD basis set",
  "elements": ["C", "C", "O", "C", "C", "C", "N", "C", "C", "I", "C", "C", "C", "C", "N", "H", "H", "H", "H", "H", "H", "H", "H", "H", "H", "H", "F", "Al", "F", "F", "F"],
  "xyz": [[5.070, 0.996, 0.706], [3.652, 1.016, 0.175], [3.090, 2.298, 0.380], [2.163, 2.703, -0.600], [0.895, 1.891, -0.619], [0.770, 0.795, -1.496], [-0.277, 0.025, -1.550], [-1.283, 0.346, -0.693], [-2.469, -0.433, -0.650], [-2.666, -2.117, -1.882], [-3.498, -0.122, 0.195], [-3.378, 0.997, 1.037], [-2.253, 1.771, 1.023], [-1.183, 1.454, 0.167], [-0.063, 2.235, 0.196], [5.380, -0.020, 0.916], [5.119, 1.572, 1.625], [5.736, 1.418, -0.035], [3.678, 0.800, -0.895], [3.037, 0.244, 0.633], [1.899, 3.730, -0.382], [2.627, 2.682, -1.591], [1.583, 0.579, -2.172], [-4.379, -0.739, 0.209], [-4.190, 1.237, 1.705], [-2.180, 2.625, 1.674], [-4.547, -4.408, 0.080], [-3.375, -5.600, 0.386], [-1.968, -4.862, 0.980], [-3.020, -6.420, -1.056], [-3.971, -6.694, 1.535]],
  "gap_ev": 7.80,
  "lumo_energy_ev": 1.62,
  "charge": -1
}


(9)
{
  "formula": "C11H11BrN2",
  "method": "ωB97M-V with the def2-TZVPD basis set",
  "elements": ["C", "C", "C", "C", "Br", "N", "C", "C", "C", "C", "C", "C", "N", "C", "H", "H", "H", "H", "H", "H", "H", "H", "H", "H", "H"],
  "xyz": [[-1.179, 0.061, 2.785], [-1.288, 0.436, 1.370], [-2.159, 1.417, 0.871], [-1.896, 1.816, -0.415], [-3.364, 2.497, -1.564], [-0.753, 1.713, -1.038], [-0.031, 2.673, -1.842], [-0.082, 0.435, -0.803], [0.989, -0.084, -1.544], [1.599, -1.250, -1.041], [1.145, -1.853, 0.107], [1.682, -3.192, 0.565], [0.116, -1.330, 0.838], [-0.424, -0.217, 0.380], [-1.048, -0.998, 2.804], [-2.133, 0.339, 3.239], [-0.412, 0.630, 3.414], [-0.054, 2.180, -2.813], [-0.510, 3.696, -1.911], [0.938, 2.803, -1.392], [1.271, 0.344, -2.509], [2.475, -1.633, -1.685], [2.679, -3.472, 0.369], [1.524, -3.151, 1.719], [0.914, -3.859, 0.097]],
  "gap_ev": [7.80, 7.80],
  "lumo_energy_ev": [-0.45, -0.45],
  "charge": 0,
  "de_lowest_kj_mol": 0.0,
  "smiles": "CC1=C=C(Br)N(C)c2ccc(C)nc21"
}


What did we get for DFT total energy? Answer: -27768.951, -14545.252, -14548.270, -14546.377, -19577.303, -13607.210, -33237.245, -42191.486, -84604.768 eV, in the order shown.